No. 1
ORCA calculation (ωB97M-V with the def2-TZVPD basis set) on C3H5N5O as an isolated structure.

Properties
E_tot   -12683.0711 eV
ΔE to the lowest compared entry with this formula, charge and spin   143.5 kcal/mol
E_LUMO (spin up / spin down)   -0.273 / -0.564 eV

```
! wB97M-V def2-TZVPD RIJCOSX def2/J DEFGRID3
* xyz 0 1
C 2.892 0.993 1.117
C 0.939 0.539 1.253
C -2.514 0.066 -0.329
N 1.828 1.156 1.916
N 1.233 -0.007 0.107
N -1.528 0.200 1.780
N 2.620 0.265 0.085
N -2.505 0.252 1.066
O -1.375 0.037 2.950
H 3.922 1.201 1.395
H -2.629 1.015 -0.853
H -1.631 -0.594 -0.804
H -3.388 -0.481 -0.617
H 3.141 -0.076 -0.747
*
```

No. 2
ORCA calculation (ωB97M-V with the def2-TZVPD basis set) on C8H8Cl2O2 in the gas phase.

Properties
SMILES   C=C[C@@H](C)/C(O)=C(/Cl)C(Cl)=C=O
E_tot   -37562.3550 eV
ΔE to the lowest compared entry with this formula, charge and spin   11.5 kcal/mol
E_LUMO   -0.540 eV

```
! wB97M-V def2-TZVPD RIJCOSX def2/J DEFGRID3
* xyz 0 1
C 2.714 0.894 0.958
C 1.985 0.013 0.234
C 0.549 0.194 -0.314
C 0.636 -0.113 -1.803
C -0.443 -0.727 0.369
O 0.227 -1.828 0.938
C -1.789 -0.787 0.229
Cl -2.736 -2.134 0.986
C -2.614 0.434 0.011
Cl -3.373 0.640 -1.675
C -2.721 1.401 0.917
O -2.803 2.250 1.713
H 3.674 0.599 1.399
H 2.310 1.731 1.432
H 2.440 -0.907 -0.005
H 0.195 1.333 -0.182
H 0.890 -1.101 -1.901
H -0.257 0.203 -2.443
H 1.482 0.348 -2.195
H -0.367 -2.445 1.332
*
```

No. 3
ORCA calculation (ωB97M-V with the def2-TZVPD basis set) on a 2-piece molecular cluster, C5H9IN overall.

Properties
E_tot   -14909.2343 eV
ΔE to the lowest compared entry with this formula, charge and spin   116.1 kcal/mol
E_LUMO (spin up / spin down)   -9.403 / -9.589 eV

```
! wB97M-V def2-TZVPD RIJCOSX def2/J DEFGRID3
* xyz 1 1
C 2.015 -0.324 -2.058
C 0.350 0.376 1.322
C -1.371 -1.005 0.038
C 0.006 0.969 -1.114
C -0.567 0.377 0.152
N 1.103 0.170 -1.526
I 2.526 -2.205 0.921
H -0.156 0.323 2.232
H 1.252 -0.310 1.298
H 0.684 1.367 1.364
H -1.494 -1.374 0.992
H -0.597 -1.686 -0.513
H -2.296 -0.992 -0.527
H -0.630 1.166 -1.990
H 0.409 1.960 -0.968
H -1.234 1.187 0.376
*
```

No. 4
ORCA calculation (ωB97M-V with the def2-TZVPD basis set) on a 3-piece molecular cluster, C6H20N2O2 overall.

Properties
E_tot   -13611.8042 eV
ΔE to the lowest compared entry with this formula, charge and spin   24.6 kcal/mol
E_LUMO (spin up / spin down)   -2.869 / -7.589 eV

```
! wB97M-V def2-TZVPD RIJCOSX def2/J DEFGRID3
* xyz 1 2
C 0.702 -1.582 2.526
C 0.705 -0.193 1.971
N -0.139 -0.100 0.802
C 2.058 -1.086 -2.229
C 1.378 -1.166 -0.835
C 0.546 0.036 -0.499
C 1.450 1.340 -0.501
N 0.752 2.648 -0.161
H 1.272 -1.812 3.385
H -0.387 -1.885 2.823
H 1.039 -2.334 1.756
H 0.104 0.356 2.772
H 1.765 0.247 1.976
H -0.932 0.474 0.887
H 1.539 -0.686 -3.061
H 2.481 -2.106 -2.449
H 2.912 -0.431 -1.998
H 0.916 -2.200 -0.741
H 2.242 -1.197 -0.072
H -0.247 0.246 -1.231
H 2.302 1.338 0.173
H 1.819 1.344 -1.623
H -0.224 2.459 -0.091
H 0.982 3.477 -0.763
H -2.720 0.710 -0.820
H -3.522 1.797 0.073
O -2.714 1.462 -0.311
H -2.755 -1.245 -1.129
H -3.424 -1.976 0.051
O -3.598 -1.275 -0.564
*
```

No. 5
ORCA calculation (ωB97M-V with the def2-TZVPD basis set) on C4H7N3O in the gas phase.

Properties
SMILES   C#CC(=O)N(N)NC
E_tot   -10772.4493 eV
ΔE to the lowest compared entry with this formula, charge and spin   168.3 kcal/mol
E_LUMO   0.495 eV

```
! wB97M-V def2-TZVPD RIJCOSX def2/J DEFGRID3
* xyz 0 1
C -0.651 2.633 -2.068
C -0.150 1.951 -1.203
C 0.592 1.063 0.257
O 0.759 1.654 1.270
N 0.166 -0.068 -0.268
N 0.468 -0.751 -1.467
N 0.665 -1.200 0.896
C -0.428 -1.505 1.803
H -1.059 3.204 -2.870
H -0.414 -1.199 -1.709
H 0.738 -0.108 -2.206
H 1.452 -0.808 1.420
H -0.716 -0.673 2.456
H -0.120 -2.341 2.444
H -1.301 -1.853 1.243
*
```